# 1
Computed, not measured: a 12-piece molecular cluster, C56H104O36 overall at a distorted geometry, with ωB97M-V/def2-TZVPD.

Last column: Mulliken charge in e.
Atoms and positions in Å:
C1 -3.732 6.414 2.974  -1.472
C2 -2.455 6.236 3.571  0.587
C3 -1.565 5.108 3.088  0.670
O1 -0.384 5.689 2.407  0.024
C4 -0.569 7.035 2.481  0.373
O2 0.132 7.826 1.905  -0.596
O3 -1.557 7.371 3.299  -0.436
H1 -4.202 7.384 3.185  0.375
H2 -4.364 5.652 3.464  0.356
H3 -3.672 6.276 1.869  0.293
H4 -2.589 6.207 4.629  0.296
H5 -2.079 4.401 2.388  -0.273
H6 -1.376 4.444 3.980  -0.243
C5 -4.077 -1.975 1.133  -1.313
C6 -3.402 -2.765 0.078  1.348
C7 -1.855 -2.912 0.291  1.266
O4 -1.609 -4.242 0.001  -0.026
C8 -2.731 -4.949 -0.029  0.231
O5 -2.797 -6.082 -0.112  -0.579
O6 -3.842 -4.130 0.091  -0.506
H7 -3.686 -2.127 2.212  0.026
H8 -5.140 -2.009 1.188  0.576
H9 -3.829 -0.954 0.960  -0.110
H10 -3.720 -2.384 -0.909  -0.141
H11 -1.659 -2.586 1.306  -0.402
H12 -1.315 -2.222 -0.404  -0.298
C9 -3.389 -0.336 7.253  -1.271
C10 -2.544 0.864 6.696  0.589
C11 -2.428 0.864 5.127  -0.235
O7 -2.624 2.211 4.739  -0.015
C12 -3.025 2.856 5.840  0.376
O8 -3.331 4.002 5.743  -0.606
O9 -3.058 2.125 6.974  -0.366
H13 -4.409 -0.132 6.932  0.429
H14 -3.245 -0.413 8.312  0.376
H15 -3.063 -1.243 6.708  0.094
H16 -1.550 0.860 7.172  0.348
H17 -3.278 0.396 4.704  0.467
H18 -1.426 0.533 4.830  -0.230
C13 -4.759 0.938 -1.767  -1.378
C14 -4.008 0.565 -3.012  1.234
C15 -4.912 0.016 -4.218  -0.351
O10 -4.484 0.766 -5.344  -0.347
C16 -3.629 1.775 -4.918  0.398
O11 -3.132 2.611 -5.656  -0.540
O12 -3.331 1.732 -3.595  -0.228
H19 -5.751 1.355 -2.010  0.478
H20 -4.215 1.614 -1.126  0.205
H21 -4.889 0.097 -1.151  0.233
H22 -3.218 -0.229 -2.857  -0.271
H23 -5.992 0.250 -3.983  0.234
H24 -4.698 -0.989 -4.466  0.313
C17 4.394 1.319 3.674  -1.093
C18 3.626 2.345 2.984  0.451
C19 2.556 1.778 1.985  1.445
O13 1.289 2.057 2.552  1.728
C20 1.473 2.760 3.729  -0.349
O14 0.556 3.111 4.369  -0.488
O15 2.762 2.997 3.895  -0.468
H25 4.959 0.835 2.854  -0.015
H26 3.702 0.618 4.086  0.323
H27 5.082 1.721 4.382  0.455
H28 4.218 3.115 2.454  0.365
H29 2.672 0.749 1.730  -0.973
H30 2.647 2.202 0.983  -1.303
C21 1.046 4.333 -0.493  0.522
C22 2.364 5.117 -0.583  0.234
C23 2.808 5.748 0.760  -0.060
O16 4.241 5.764 0.636  -0.460
C24 4.570 4.688 -0.193  0.472
O17 5.634 4.170 -0.044  -0.531
O18 3.491 4.246 -0.848  -0.073
H31 0.391 4.869 0.174  -0.038
H32 1.277 3.303 -0.051  -0.453
H33 0.633 4.106 -1.438  -0.284
H34 2.389 5.906 -1.366  0.437
H35 2.551 5.031 1.575  -0.061
H36 2.507 6.761 0.930  0.318
C25 -0.189 -6.331 -2.315  -1.226
C26 -0.540 -5.315 -3.416  1.976
C27 -1.490 -6.019 -4.314  -0.422
O19 -2.479 -5.041 -4.640  -0.431
C28 -2.397 -4.026 -3.767  0.456
O20 -3.095 -3.055 -3.766  -0.481
O21 -1.353 -4.173 -2.965  -0.137
H37 0.669 -5.910 -1.755  0.030
H38 0.090 -7.325 -2.669  0.483
H39 -1.051 -6.482 -1.668  0.303
H40 0.356 -4.795 -3.720  -1.324
H41 -2.042 -6.862 -3.835  0.297
H42 -0.966 -6.308 -5.200  0.365
C29 -2.055 5.972 -7.395  -1.311
C30 -1.474 5.987 -6.004  0.269
C31 -2.530 6.013 -4.864  -0.453
O22 -1.761 5.297 -3.860  -0.264
C32 -0.615 4.756 -4.355  0.564
O23 0.289 4.233 -3.747  -0.482
O24 -0.630 4.933 -5.744  -0.345
H43 -1.201 5.844 -8.057  0.338
H44 -2.492 6.983 -7.506  0.358
H45 -2.796 5.216 -7.409  0.318
H46 -0.959 6.969 -5.892  0.344
H47 -3.326 5.327 -5.233  0.266
H48 -2.807 7.046 -4.576  0.300
C33 -3.668 -5.739 2.953  -1.172
O25 -2.513 -4.835 2.873  0.237
C34 -1.343 -5.567 3.182  -0.981
C35 -0.257 -4.594 3.439  0.575
O26 0.013 -4.075 4.753  -0.536
C36 -0.950 -3.165 5.295  0.515
C37 -1.347 -3.594 6.690  -0.966
O27 -2.245 -4.653 6.511  -0.140
C38 -2.493 -5.471 7.602  -0.866
H49 -4.524 -5.138 2.606  0.237
H50 -3.694 -6.123 3.992  0.225
H51 -3.437 -6.587 2.390  0.511
H52 -1.039 -6.200 2.357  0.433
H53 -1.622 -6.259 4.012  0.500
H54 -0.447 -3.704 2.789  -0.801
H55 0.724 -5.032 3.052  0.454
H56 -1.794 -3.101 4.616  0.098
H57 -0.568 -2.186 5.478  0.235
H58 -1.819 -2.747 7.247  0.221
H59 -0.456 -3.916 7.239  0.454
H60 -1.584 -5.846 8.086  0.353
H61 -3.133 -6.314 7.212  0.204
H62 -3.081 -4.942 8.390  0.291
C39 0.733 -0.856 3.262  -0.894
O28 1.913 -1.574 3.092  -0.514
C40 1.971 -2.261 1.799  0.932
C41 3.440 -2.577 1.695  -1.334
O29 4.113 -1.415 1.390  -0.069
C42 5.106 -1.590 0.411  0.150
C43 5.610 -0.245 0.089  -1.206
O30 4.556 0.587 -0.335  0.428
C44 4.784 1.301 -1.579  -0.649
H63 0.577 -0.287 2.308  0.152
H64 0.783 -0.337 4.164  0.671
H65 -0.062 -1.487 3.400  0.190
H66 1.638 -1.622 0.980  -0.353
H67 1.423 -3.216 1.819  0.179
H68 3.578 -3.219 0.784  0.211
H69 3.794 -3.050 2.556  0.403
H70 4.773 -2.047 -0.552  -0.239
H71 5.912 -2.299 0.741  0.466
H72 6.327 -0.353 -0.769  0.457
H73 6.075 0.245 0.953  0.235
H74 5.557 2.069 -1.448  0.370
H75 3.832 1.799 -1.612  -0.430
H76 4.997 0.648 -2.424  0.503
C45 -2.251 1.017 2.051  -0.651
O31 -1.937 0.689 0.669  0.480
C46 -1.184 1.787 0.067  0.002
C47 -0.435 1.163 -1.017  0.073
O32 0.623 0.388 -0.440  1.306
C48 1.232 -0.407 -1.482  -0.044
C49 1.492 0.374 -2.777  -0.754
O33 0.453 0.361 -3.740  -0.291
C50 0.730 1.242 -4.806  -0.229
H77 -2.578 2.045 2.110  0.387
H78 -1.354 0.884 2.663  -0.221
H79 -2.978 0.337 2.442  0.290
H80 -0.540 2.210 0.821  -1.378
H81 -1.829 2.605 -0.189  0.720
H82 -0.073 1.861 -1.867  -0.818
H83 -1.103 0.440 -1.423  0.394
H84 0.499 -1.192 -1.642  0.560
H85 2.183 -0.779 -1.088  -0.472
H86 2.331 -0.204 -3.157  0.351
H87 1.807 1.388 -2.595  0.401
H88 1.615 0.950 -5.294  0.227
H89 0.758 2.329 -4.547  -0.135
H90 -0.178 1.177 -5.486  0.167
C51 4.927 1.675 -5.101  -0.892
O34 4.183 0.486 -5.206  -0.070
C52 4.975 -0.624 -5.423  -0.751
C53 4.152 -1.887 -5.749  -0.706
O35 3.221 -2.086 -4.732  0.211
C54 2.425 -3.250 -4.918  -1.219
C55 3.024 -4.535 -4.372  -0.707
O36 2.635 -4.762 -3.040  -0.393
C56 3.084 -3.827 -2.150  -1.121
H91 5.343 2.118 -6.010  0.326
H92 5.769 1.567 -4.459  0.458
H93 4.228 2.439 -4.716  0.133
H94 5.652 -0.857 -4.587  0.321
H95 5.634 -0.466 -6.218  0.595
H96 4.877 -2.661 -5.872  0.307
H97 3.658 -1.681 -6.702  0.362
H98 2.271 -3.409 -5.951  0.489
H99 1.484 -3.050 -4.514  0.590
H100 4.126 -4.466 -4.441  0.464
H101 2.671 -5.324 -4.956  0.410
H102 2.588 -2.865 -2.343  0.447
H103 4.149 -3.860 -2.211  0.502
H104 2.957 -4.143 -1.124  0.293

As for the HOMO energy: -9.1 eV. As for the total energy: -133460.6820 eV. The SMILES is C[C@H]1COC(=O)O1.C[C@H]1COC(=O)O1.C[C@H]1COC(=O)O1.C[C@H]1COC(=O)O1.C[C@H]1COC(=O)O1.C[C@H]1COC(=O)O1.C[C@H]1COC(=O)O1.C[C@H]1COC(=O)O1.COCCOCCOC.COCCOCCOC.COCCOCCOC.COCCOCCOC. The value obtained for the relative energy (zero: lowest compared OMol25 entry of this formula, charge and spin) is 0.0000 eV. Its orbital gap is 9.5 eV. The max |F| comes out at 5.6 eV Å⁻¹. Its charge is 0. Its molar mass is 1353.412 g mol⁻¹.


# 2
Computed, not measured: a 11-piece molecular cluster, C56H115N5O24P6 overall at a distorted geometry, with ωB97M-V/def2-TZVPD.

Last column: Mulliken charge in e.
Atoms and positions in Å:
C1 -0.989 -2.751 -2.427  1.242
C2 -2.395 -2.932 -2.932  -0.830
O1 -2.514 -2.383 -4.266  0.690
P1 -3.938 -2.287 -4.956  0.021
O2 -4.607 -1.007 -4.635  -0.574
O3 -4.685 -3.618 -4.507  -0.318
C3 -5.935 -3.443 -3.785  -0.267
C4 -6.092 -4.399 -2.602  -0.354
O4 -3.668 -2.469 -6.500  -0.385
C5 -2.864 -1.536 -7.208  0.403
C6 -3.563 -1.003 -8.430  -1.495
H1 -0.862 -1.675 -2.277  -0.535
H2 -0.883 -3.084 -1.390  -0.080
H3 -0.198 -3.234 -2.993  -0.199
H4 -2.592 -4.010 -2.979  0.266
H5 -3.236 -2.565 -2.339  0.233
H6 -6.239 -2.447 -3.482  0.319
H7 -6.608 -3.840 -4.547  0.311
H8 -5.502 -4.182 -1.715  -0.574
H9 -7.137 -4.452 -2.295  0.502
H10 -5.774 -5.419 -2.831  0.336
H11 -2.486 -0.720 -6.592  0.183
H12 -1.993 -2.030 -7.653  0.045
H13 -2.920 -0.377 -9.047  0.387
H14 -3.957 -1.764 -9.106  0.316
H15 -4.442 -0.449 -8.083  0.354
C7 -6.759 3.981 0.874  -1.388
C8 -6.251 2.593 1.294  0.636
O5 -6.854 2.221 2.538  -0.341
P2 -6.180 1.291 3.645  0.741
O6 -5.773 -0.028 3.133  -0.496
O7 -4.970 2.161 4.283  -0.266
C9 -3.665 1.979 3.739  0.354
C10 -2.738 3.115 4.161  -0.569
O8 -7.265 1.259 4.783  -0.406
C11 -7.202 0.205 5.769  -0.127
C12 -7.884 0.666 7.032  -1.262
H16 -6.391 4.688 1.618  0.349
H17 -6.279 4.236 -0.068  0.302
H18 -7.846 3.933 0.862  0.353
H19 -6.437 1.910 0.467  0.276
H20 -5.194 2.714 1.528  -0.311
H21 -3.201 1.080 4.159  0.256
H22 -3.721 1.906 2.652  0.092
H23 -2.746 3.129 5.249  0.098
H24 -1.803 2.959 3.636  -0.216
H25 -3.222 4.000 3.740  0.467
H26 -7.746 -0.610 5.289  0.247
H27 -6.192 -0.156 5.959  0.314
H28 -7.746 -0.003 7.886  0.397
H29 -7.382 1.526 7.494  0.327
H30 -8.925 0.961 6.929  0.301
C13 9.826 -2.369 -1.208  -1.005
C14 9.053 -1.404 -0.321  -0.255
O9 7.855 -2.075 0.119  -0.319
P3 6.461 -2.105 -0.620  0.455
O10 6.494 -2.077 -2.084  -0.703
O11 5.737 -3.414 -0.070  0.278
C15 6.500 -4.630 -0.178  -0.278
C16 5.520 -5.796 -0.320  -1.225
O12 5.690 -0.826 0.036  -0.163
C17 5.334 -0.893 1.424  -0.200
C18 4.686 0.419 1.798  -1.060
H31 10.562 -1.763 -1.752  0.367
H32 10.506 -3.072 -0.725  0.318
H33 9.125 -2.894 -1.852  0.237
H34 9.663 -1.211 0.563  0.326
H35 8.778 -0.442 -0.751  0.316
H36 7.155 -4.665 -1.050  0.339
H37 7.132 -4.765 0.701  0.315
H38 5.937 -6.645 0.222  0.417
H39 4.520 -5.589 0.057  0.150
H40 5.424 -6.023 -1.382  0.304
H41 4.597 -1.687 1.560  0.066
H42 6.221 -1.122 2.024  0.525
H43 5.226 1.332 1.548  0.441
H44 3.722 0.465 1.288  -0.070
H45 4.588 0.426 2.887  0.394
C19 0.218 0.204 -3.899  0.164
C20 1.249 0.967 -4.736  -0.840
O13 2.595 0.986 -4.241  -0.054
P4 3.092 1.720 -2.941  -0.619
O14 2.657 1.169 -1.651  0.603
O15 4.678 1.766 -3.182  -0.345
C21 5.466 0.554 -3.187  1.402
C22 6.465 0.552 -4.321  -1.511
O16 2.671 3.228 -3.163  -0.282
C23 3.402 4.280 -2.518  -0.190
C24 2.548 5.269 -1.738  -1.216
H46 0.100 0.599 -2.887  0.067
H47 -0.808 0.313 -4.262  0.566
H48 0.441 -0.860 -3.894  -0.437
H49 1.223 0.564 -5.746  0.359
H50 0.963 2.016 -4.834  0.347
H51 5.876 0.425 -2.183  -0.045
H52 4.831 -0.337 -3.109  -0.691
H53 6.153 0.987 -5.263  0.345
H54 7.302 1.130 -3.912  0.399
H55 6.932 -0.428 -4.421  0.346
H56 4.249 3.920 -1.935  0.290
H57 3.909 4.825 -3.318  0.331
H58 2.587 5.071 -0.665  0.259
H59 2.944 6.282 -1.820  0.453
H60 1.512 5.301 -2.072  0.256
C25 -0.220 4.973 6.766  -0.838
C26 -1.014 6.228 6.391  -0.443
O17 -1.338 6.339 4.989  -0.199
P5 -0.149 6.764 4.023  0.811
O18 1.259 6.550 4.442  -0.716
O19 -0.481 8.279 3.561  -0.406
C27 0.040 9.360 4.371  -0.297
C28 -0.999 10.421 4.665  -1.180
O20 -0.592 6.034 2.663  -0.283
C29 0.295 5.209 1.865  -0.550
C30 -0.623 4.662 0.774  -0.378
H61 0.832 5.023 6.497  0.327
H62 -0.231 4.892 7.857  0.484
H63 -0.700 4.070 6.401  -0.025
H64 -2.005 6.253 6.858  0.404
H65 -0.668 7.160 6.851  0.309
H66 0.488 8.949 5.281  0.328
H67 0.901 9.717 3.804  0.362
H68 -2.034 10.105 4.735  0.323
H69 -0.680 11.023 5.517  0.343
H70 -0.866 11.132 3.843  0.328
H71 1.069 5.873 1.480  0.459
H72 0.733 4.387 2.431  0.375
H73 -1.402 4.049 1.229  -0.367
H74 -1.152 5.467 0.268  0.494
H75 -0.008 3.998 0.165  0.295
C31 3.610 -7.629 -5.434  -1.043
C32 2.310 -7.286 -4.693  -0.149
O21 2.491 -6.393 -3.589  -0.347
P6 2.686 -4.856 -3.882  0.870
O22 3.947 -4.403 -4.497  -0.846
O23 1.403 -4.478 -4.760  -0.314
C33 1.542 -3.788 -5.991  -0.429
C34 0.139 -3.273 -6.374  -0.966
O24 2.356 -4.201 -2.443  -0.455
C35 3.138 -3.052 -2.036  -0.093
C36 2.270 -2.038 -1.339  1.565
H76 4.393 -6.924 -5.156  0.305
H77 3.969 -8.649 -5.307  0.318
H78 3.465 -7.516 -6.510  0.315
H79 1.572 -6.861 -5.374  0.118
H80 1.856 -8.218 -4.361  0.424
H81 2.215 -2.936 -5.890  0.325
H82 1.891 -4.389 -6.836  0.333
H83 0.281 -2.695 -7.287  0.449
H84 -0.537 -4.109 -6.546  0.353
H85 -0.191 -2.685 -5.520  0.140
H86 3.864 -3.544 -1.390  -0.669
H87 3.756 -2.576 -2.799  0.736
H88 2.695 -1.458 -0.519  0.014
H89 1.828 -1.307 -2.018  -0.917
H90 1.437 -2.597 -0.900  -0.234
C37 1.816 -4.026 2.448  -0.860
C38 1.151 -2.790 2.671  0.372
C39 2.038 -1.914 3.248  -1.271
N1 3.210 -2.582 3.471  0.130
C40 3.111 -3.823 2.908  -0.627
H91 1.394 -4.895 1.975  0.488
H92 0.152 -2.584 2.327  0.236
H93 1.903 -0.859 3.423  0.666
H94 3.964 -2.270 4.052  0.256
H95 3.947 -4.502 2.986  0.445
C41 -2.393 -2.989 0.938  2.291
C42 -2.513 -4.330 0.519  -1.043
C43 -3.815 -4.565 0.184  -0.933
N2 -4.497 -3.373 0.414  0.135
C44 -3.642 -2.404 0.807  -2.080
H96 -1.516 -2.540 1.373  -0.321
H97 -1.614 -4.920 0.417  0.530
H98 -4.480 -5.339 -0.161  0.507
H99 -5.491 -3.276 0.315  0.250
H100 -3.932 -1.405 1.092  0.696
C45 -1.892 1.302 7.496  0.231
C46 -1.746 0.499 8.656  -1.087
C47 -0.479 0.091 8.668  -0.300
N3 0.212 0.597 7.592  -0.038
C48 -0.678 1.343 6.840  -0.742
H101 -2.824 1.707 7.133  0.551
H102 -2.416 0.269 9.469  0.380
H103 0.062 -0.484 9.406  0.381
H104 1.205 0.514 7.495  0.198
H105 -0.377 1.895 5.967  0.498
C49 -3.338 2.676 -0.851  0.386
C50 -3.470 1.316 -1.239  0.209
C51 -4.454 1.438 -2.222  -1.373
N4 -4.728 2.715 -2.566  0.156
C52 -4.041 3.498 -1.692  -1.392
H106 -2.509 2.964 -0.217  0.275
H107 -2.832 0.537 -0.862  0.540
H108 -4.727 0.626 -2.890  0.566
H109 -5.322 2.940 -3.338  0.200
H110 -4.020 4.574 -1.779  0.489
C53 -1.228 -0.069 1.696  -0.182
C54 -0.423 0.981 2.272  -1.129
C55 0.522 1.241 1.329  -1.304
N5 0.441 0.399 0.260  1.599
C56 -0.571 -0.477 0.546  0.743
H111 -2.213 -0.384 2.004  0.177
H112 -0.709 1.500 3.167  0.193
H113 1.377 1.901 1.386  0.761
H114 1.151 0.273 -0.448  -0.280
H115 -0.727 -1.365 -0.046  -0.382

As for the HOMO energy: -7.8 eV. As for the total energy: -172273.9649 eV. The SMILES is CCOP(=O)(OCC)OCC.CCOP(=O)(OCC)OCC.CCOP(=O)(OCC)OCC.CCOP(=O)(OCC)OCC.CCOP(=O)(OCC)OCC.CCOP(=O)(OCC)OCC.c1cc[nH]c1.c1cc[nH]c1.c1cc[nH]c1.c1cc[nH]c1.c1cc[nH]c1. The value obtained for the relative energy (zero: lowest compared OMol25 entry of this formula, charge and spin) is 0.0000 eV. Its orbital gap is 8.2 eV. The max |F| comes out at 3.9 eV Å⁻¹. Its charge is 0. Its molar mass is 1428.391 g mol⁻¹.